# C28H54N3O12PS2

6 unconnected molecules or ions with the total composition C28H54N3O12PS2 (ωB97M-V/def2-TZVPD, OMol25).

Output
2S+1: 1
HOMO level in eV: -8.97
SMILES string: CCCN[C@H](C#N)[C@@](C#N)([PH2]=S)S(C)(=O)=O.CCOC(C)=O.CCOC(C)=O.CCOC(C)=O.CCOC(C)=O.CCOC(C)=O

Geometry (Å):
C -1.964 0.705 -0.813
C -1.738 -0.678 -1.664
C -1.277 -1.975 -0.713
N -0.052 -1.512 0.044
C 0.399 -2.496 1.100
C -0.048 -4.065 0.800
N -0.800 -5.137 0.681
C 0.012 -2.071 2.641
C 0.805 -3.039 3.710
N 1.508 -3.803 4.481
P 0.762 -0.292 2.906
S 2.630 -0.156 2.384
S -1.828 -1.894 2.968
C -2.844 -3.430 2.625
O -1.968 -1.605 4.510
O -2.434 -0.621 2.261
H -1.307 0.810 0.152
H -1.645 1.602 -1.533
H -3.126 0.886 -0.608
H -0.831 -0.516 -2.417
H -2.665 -0.957 -2.324
H -1.058 -2.847 -1.497
H -2.215 -2.205 -0.036
H 0.761 -1.373 -0.595
H 1.592 -2.503 1.056
H 0.564 0.183 4.277
H -0.076 0.579 2.072
H -2.471 -4.399 3.166
H -2.869 -3.677 1.458
H -3.975 -3.177 2.900
C 5.092 -3.178 -2.713
C 3.835 -3.453 -1.910
O 2.800 -2.505 -2.237
C 1.936 -2.638 -3.267
C 2.222 -3.664 -4.325
O 0.975 -1.879 -3.376
H 4.916 -3.290 -3.787
H 5.893 -3.861 -2.421
H 5.429 -2.149 -2.554
H 3.478 -4.481 -2.022
H 4.054 -3.317 -0.846
H 2.780 -3.194 -5.139
H 1.268 -4.039 -4.710
H 2.765 -4.533 -3.960
C -3.312 5.504 -4.047
C -2.760 5.620 -2.639
O -2.134 4.388 -2.232
C -0.851 4.055 -2.497
C -0.093 4.852 -3.518
O -0.342 3.069 -1.968
H -2.518 5.320 -4.776
H -3.837 6.420 -4.331
H -4.007 4.662 -4.117
H -2.079 6.467 -2.520
H -3.589 5.790 -1.944
H -0.190 4.371 -4.494
H 0.963 4.870 -3.228
H -0.406 5.891 -3.587
C 3.863 -10.291 -3.141
C 4.639 -9.112 -2.587
O 4.168 -7.875 -3.155
C 3.124 -7.160 -2.679
C 2.198 -7.804 -1.689
O 2.893 -6.033 -3.111
H 2.802 -10.231 -2.883
H 4.262 -11.232 -2.753
H 3.922 -10.307 -4.234
H 4.627 -9.074 -1.494
H 5.690 -9.206 -2.880
H 1.361 -8.260 -2.222
H 1.818 -7.027 -1.016
H 2.679 -8.545 -1.055
C -0.972 -1.060 6.978
C 0.082 -1.056 8.068
O 0.730 0.228 8.151
C 0.266 1.276 8.868
C -1.144 1.235 9.381
O 0.962 2.277 9.027
H -1.768 -0.340 7.187
H -1.420 -2.052 6.878
H -0.531 -0.773 6.018
H -0.314 -1.362 9.040
H 0.863 -1.780 7.811
H -1.804 1.718 8.657
H -1.183 1.783 10.328
H -1.505 0.231 9.596
C -2.839 12.150 -1.633
C -3.307 10.857 -0.992
O -3.618 9.871 -1.995
C -2.715 9.037 -2.556
C -1.253 9.319 -2.367
O -3.086 8.110 -3.274
H -1.917 12.005 -2.202
H -2.660 12.914 -0.872
H -3.590 12.521 -2.337
H -2.594 10.465 -0.261
H -4.237 11.046 -0.446
H -0.891 9.921 -3.204
H -0.716 8.365 -2.350
H -1.019 9.815 -1.428

# C28H54N5O3Si3Yb

A molecular structure, C28H54N5O3Si3Yb (ωB97M-V/def2-TZVPD, OMol25).

Output
2S+1: 2
Charge: +2
HOMO level (alpha / beta) in eV: -13.01 / -13.04

Geometry (Å):
Yb -0.369 0.131 -0.570
C -2.024 -4.474 -3.311
N -0.922 -3.634 -2.847
C 0.408 -4.229 -2.811
C -1.121 -2.410 -2.404
O -0.204 -1.682 -1.960
C -2.531 -1.837 -2.382
O -2.459 -0.446 -2.101
C -2.604 0.421 -3.217
C -1.355 1.278 -3.404
O -0.453 1.218 -2.539
N -1.296 2.104 -4.430
C -2.341 2.204 -5.444
C -0.117 2.937 -4.652
H -1.637 -5.477 -3.467
H -2.422 -4.110 -4.257
H -2.813 -4.532 -2.564
H 0.598 -4.715 -3.765
H 0.457 -4.967 -2.011
H 1.144 -3.449 -2.639
H -3.096 -2.310 -1.572
H -3.075 -2.027 -3.310
H -3.461 1.078 -3.031
H -2.810 -0.150 -4.127
H -3.319 1.977 -5.031
H -2.125 1.541 -6.283
H -2.362 3.230 -5.804
H 0.678 2.627 -3.983
H -0.371 3.982 -4.476
H 0.201 2.818 -5.687
C 1.153 -2.684 1.073
Si -0.277 -1.899 2.042
C -1.695 -3.007 1.439
C 0.134 -2.293 3.828
C -0.698 -0.111 1.714
Si 0.317 1.404 2.209
C 1.173 2.287 0.723
C 1.684 0.966 3.415
C -0.624 2.909 2.871
Si -2.449 0.263 2.184
C -3.898 -0.849 1.722
C -2.727 0.536 4.020
C -2.839 1.769 1.069
C -3.861 2.675 1.339
C -4.104 3.740 0.496
C -3.303 3.885 -0.627
C -2.325 2.941 -0.860
N -2.092 1.891 -0.055
H 1.018 -3.742 1.310
H 2.138 -2.408 1.429
H 1.160 -2.602 -0.017
H -1.284 -3.969 1.134
H -2.216 -2.583 0.575
H -2.465 -3.211 2.177
H 0.563 -3.289 3.927
H -0.742 -2.249 4.473
H 0.853 -1.579 4.219
H 2.228 2.045 0.648
H 1.071 3.358 0.897
H 0.780 2.180 -0.308
H 2.323 0.162 3.041
H 1.261 0.632 4.360
H 2.315 1.829 3.619
H -0.996 3.517 2.048
H 0.143 3.506 3.371
H -1.431 2.779 3.579
H -3.971 -1.761 2.304
H -3.980 -1.101 0.666
H -4.774 -0.245 1.972
H -2.757 -0.467 4.450
H -3.692 0.988 4.246
H -1.958 1.084 4.551
H -4.452 2.552 2.235
H -4.887 4.453 0.713
H -3.421 4.718 -1.304
H -1.666 3.051 -1.711
N 2.012 -0.161 -0.370
C 3.106 -0.285 -0.002
N 4.333 -0.239 0.398
C 4.896 -1.163 1.397
C 5.692 -0.374 2.432
C 6.394 0.838 1.811
C 6.618 0.633 0.321
C 5.275 0.593 -0.398
H 5.513 -1.897 0.871
H 4.071 -1.699 1.858
H 6.422 -1.055 2.873
H 5.034 -0.052 3.242
H 7.336 1.029 2.321
H 5.782 1.733 1.951
H 7.179 -0.286 0.134
H 7.205 1.443 -0.110
H 5.353 0.182 -1.407
H 4.847 1.597 -0.452

# C28H54N8O3P2S2

A molecular structure, C28H54N8O3P2S2 (ωB97M-V/def2-TZVPD, OMol25).

Output
2S+1: 1
HOMO level in eV: -9.01

Geometry (Å):
N -2.607 -5.777 5.745
P -2.643 -7.229 5.249
O -4.037 -7.679 4.522
S -5.339 -7.613 5.531
O -5.977 -8.831 5.293
O -6.332 -6.510 4.833
P -5.904 -4.911 4.838
S -7.099 -3.861 3.749
H -1.860 -5.278 5.250
H -2.533 -8.146 6.287
H -1.704 -7.571 4.284
H -4.586 -4.887 4.427
H -5.940 -4.548 6.177
C -0.619 -3.266 1.161
C 0.714 -2.842 1.768
C 1.354 -3.934 2.630
C 0.555 -4.240 3.813
N -0.068 -4.470 4.749
H -1.364 -3.466 1.934
H -1.013 -2.478 0.520
H -0.508 -4.167 0.554
H 0.580 -1.939 2.363
H 1.412 -2.588 0.970
H 2.345 -3.616 2.957
H 1.489 -4.847 2.048
C -1.026 1.484 1.100
C 0.007 2.592 1.267
C 1.390 2.201 0.740
C 1.987 1.108 1.503
N 2.456 0.249 2.102
H -0.760 0.601 1.684
H -2.005 1.821 1.438
H -1.115 1.189 0.053
H 0.075 2.872 2.321
H -0.324 3.476 0.720
H 2.056 3.063 0.786
H 1.323 1.915 -0.311
C 3.587 3.075 -2.731
C 3.171 4.178 -3.699
C 2.485 5.349 -2.991
C 1.213 4.959 -2.388
N 0.217 4.636 -1.917
H 2.721 2.623 -2.243
H 4.111 2.285 -3.257
H 4.252 3.465 -1.954
H 2.514 3.772 -4.463
H 4.050 4.561 -4.215
H 2.296 6.155 -3.703
H 3.142 5.753 -2.218
C -9.380 -8.673 4.887
C -9.086 -9.215 3.495
C -10.247 -9.012 2.516
C -11.436 -9.772 2.898
N -12.367 -10.373 3.195
H -10.216 -9.195 5.356
H -8.507 -8.796 5.523
H -9.625 -7.610 4.847
H -8.837 -10.275 3.558
H -8.207 -8.709 3.093
H -9.950 -9.324 1.514
H -10.507 -7.955 2.455
C 2.725 8.674 1.634
C 2.225 7.317 1.151
C 3.111 6.154 1.608
C 4.448 6.208 1.022
N 5.487 6.250 0.536
H 3.707 8.906 1.220
H 2.040 9.464 1.326
H 2.799 8.700 2.722
H 2.153 7.319 0.062
H 1.218 7.149 1.533
H 2.652 5.207 1.322
H 3.192 6.150 2.696
C -0.563 6.161 -7.630
C 0.479 7.261 -7.470
C 1.859 6.858 -8.004
C 2.442 5.755 -7.246
N 2.901 4.889 -6.649
H -0.298 5.275 -7.052
H -1.537 6.504 -7.283
H -0.664 5.866 -8.676
H 0.561 7.540 -6.418
H 0.154 8.152 -8.008
H 2.542 7.707 -7.955
H 1.788 6.568 -9.053
C 8.053 -1.303 -2.344
C 7.752 -0.734 -3.725
C 6.796 0.463 -3.680
C 5.469 0.093 -3.194
N 4.428 -0.197 -2.810
H 7.151 -1.694 -1.871
H 8.771 -2.119 -2.415
H 8.476 -0.540 -1.689
H 7.332 -1.514 -4.362
H 8.681 -0.408 -4.194
H 6.688 0.894 -4.676
H 7.202 1.246 -3.037